{
  "formula": "H6O3",
  "method": "ωB97M-V/def2-TZVPD",
  "charge": -1,
  "multiplicity": 2,
  "e_homo_ev": [0.74, -6.86],
  "elements": ["O", "H", "H", "O", "H", "H", "O", "H", "H"],
  "xyz": [[-1.4345, 0.5134, 0.5242], [-1.3376, 0.7421, 1.4486], [-0.5523, 0.5975, 0.1624], [0.7454, 0.6523, -0.8684], [1.3176, 1.0188, -0.1942], [1.2361, 0.7585, -1.6833], [0.1762, -1.7685, 0.2937], [-0.5904, -1.3667, 0.7023], [0.4395, -1.1474, -0.3854]],
  "lowdin_charge": [-0.177, 0.010, -0.068, -0.384, -0.063, -0.059, -0.190, -0.024, -0.045]
}

---

{
  "formula": "H6O3",
  "method": "ωB97M-V/def2-TZVPD",
  "charge": 0,
  "e_homo_ev": -9.07,
  "elements": ["O", "H", "H", "O", "H", "H", "O", "H", "H"],
  "xyz": [[0.7150, 0.7305, 0.2709], [0.9209, 1.4573, 0.8588], [-0.0865, 0.3505, 0.6307], [-1.2005, -0.8984, 0.5313], [-1.8514, -1.4748, 0.9317], [-1.6614, -0.0696, 0.4015], [0.8986, 0.0689, -1.5519], [1.5219, -0.6359, -1.3755], [0.7436, 0.4716, -0.6976]],
  "lowdin_charge": [0.139, 0.130, 0.047, -0.015, 0.069, 0.060, -0.083, 0.018, -0.365]
}

---

{
  "formula": "H6O3",
  "method": "ωB97M-V/def2-TZVPD",
  "charge": 0,
  "e_homo_ev": -9.59,
  "elements": ["O", "H", "H", "O", "H", "H", "O", "H", "H"],
  "xyz": [[-20.4963, -16.7444, -12.9972], [-20.6785, -16.2204, -13.7773], [-20.7256, -17.6387, -13.2500], [-19.7864, -19.1844, -9.3617], [-20.1629, -18.7023, -8.6254], [-20.3645, -18.9870, -10.0986], [-21.2190, -18.3858, -10.6799], [-21.1182, -18.5957, -11.6084], [-21.8595, -17.6747, -10.6628]],
  "lowdin_charge": [-0.039, 0.042, 0.023, -0.091, 0.019, -0.197, 0.056, 0.076, 0.110]
}

---

{
  "formula": "H6O3",
  "method": "ωB97M-V/def2-TZVPD",
  "charge": 0,
  "smiles": "O.O.O",
  "e_homo_ev": -10.82,
  "elements": ["O", "H", "H", "O", "H", "H", "O", "H", "H"],
  "xyz": [[-1.6583, -1.7707, -0.5062], [-0.8263, -1.3057, -0.6052], [-2.2603, -1.0577, -0.2562], [0.4467, 1.2363, 1.4678], [1.1627, 1.7743, 1.1348], [-0.2753, 1.6483, 1.0308], [0.9427, -0.5037, -0.8082], [0.9487, 0.0503, -0.0672], [1.5197, -0.0717, -1.3902]],
  "lowdin_charge": [-0.063, -0.027, 0.029, -0.018, 0.048, 0.034, 0.002, -0.032, 0.026]
}

---

{
  "formula": "H6O3",
  "method": "ωB97M-V/def2-TZVPD",
  "charge": 0,
  "smiles": "O.O.O",
  "e_homo_ev": -10.53,
  "elements": ["O", "H", "H", "O", "H", "H", "O", "H", "H"],
  "xyz": [[0.6314, 0.3438, -0.6801], [-0.1477, 0.7761, -0.3104], [0.3100, -0.0948, -1.4730], [-2.5367, 0.1674, 0.2325], [-3.2223, 0.7655, -0.0801], [-2.7419, -0.6786, -0.1769], [2.7809, -0.7514, 0.7668], [2.9250, -0.0883, 1.4462], [2.0012, -0.4397, 0.2750]],
  "lowdin_charge": [-0.045, 0.036, 0.055, -0.049, 0.041, 0.042, -0.082, 0.024, -0.020]
}

---

{
  "formula": "H6O3",
  "method": "ωB97M-V/def2-TZVPD",
  "charge": 0,
  "e_homo_ev": -9.77,
  "elements": ["O", "H", "H", "O", "H", "H", "O", "H", "H"],
  "xyz": [[-0.8224, 0.1700, -1.2853], [0.1500, 0.0342, -1.1651], [-0.9158, 0.5146, -2.1777], [-0.6024, -0.4410, 1.3209], [-0.8140, 0.4306, 1.6678], [-1.1417, -0.4935, 0.4910], [1.3927, 0.1498, 0.2158], [2.3092, -0.0686, 0.0803], [0.4445, -0.2961, 0.8523]],
  "lowdin_charge": [-0.094, 0.024, 0.047, 0.110, 0.122, 0.101, -0.278, -0.016, -0.017]
}

---

It is found that the energy values, taken in the order of the records, are -6238.99467; -6236.51546; -6238.00972; -6239.72140; -6239.91658; -6239.00458 eV.
It is found that the relative energy (zero: lowest compared OMol25 entry of this formula, charge and spin) values, taken in the order of the records, are 3.9; 86.2; 51.7; 12.3; 7.8; 28.8 kcal per mole.